The following is a quantum chemistry calculation of one molecule with the formula C14H25NO6 at a distorted geometry, from OMol25.

Each line ends with the natural charge from an NBO analysis.
Element x y z (Å)
O: -0.199 4.246 -1.094  -0.545
O: 2.758 2.691 -0.349  -0.551
O: 2.344 -1.709 1.344  -0.512
O: 2.776 0.446 0.159  -0.517
O: -1.647 -2.804 -1.627  -0.746
O: -1.572 3.209 -2.660  -0.535
N: 0.531 -4.578 -0.189  -0.642
C: 2.252 -0.281 1.297  0.379
C: -2.172 -5.248 -1.976  -0.656
C: -0.649 3.765 2.279  -0.400
C: -1.057 4.278 -2.250  0.628
C: 0.885 0.415 1.810  -0.461
C: 2.155 1.754 0.221  0.792
C: 0.598 -3.304 0.572  -0.248
C: 1.794 -2.323 0.151  -0.105
C: -0.748 5.124 -0.052  -0.090
C: 0.756 1.837 1.026  -0.334
C: -1.105 -4.036 -2.156  0.097
C: -1.521 4.209 1.010  -0.443
C: 0.374 -4.394 -1.654  -0.249
C: 0.823 3.184 1.882  -0.414
H: -0.224 -5.192 0.175  0.365
H: -1.160 2.986 2.945  0.212
H: 0.067 5.774 0.443  0.204
H: -1.224 5.267 -2.820  0.146
H: -1.027 -3.884 -3.304  0.155
H: -2.417 4.836 1.388  0.216
H: -2.014 -5.943 -2.883  0.224
H: 1.086 -3.643 -2.130  0.212
H: 1.350 4.045 1.327  0.239
H: 2.984 0.035 2.138  0.155
H: -0.040 -0.173 1.489  0.221
H: 1.393 3.032 2.874  0.219
H: 0.817 0.549 2.953  0.228
H: -0.111 1.694 0.292  0.266
H: -1.491 5.862 -0.546  0.184
H: -3.235 -4.815 -2.114  0.206
H: 0.630 -5.416 -2.136  0.207
H: -0.404 -2.723 0.613  0.183
H: -1.951 3.262 0.506  0.227
H: -0.480 4.704 2.916  0.206
H: 2.579 -2.959 -0.395  0.195
H: -2.085 -5.781 -0.973  0.208
H: 1.406 -1.569 -0.621  0.195
H: 0.801 -3.596 1.675  0.204
H: -2.623 -2.834 -1.555  0.475

Its frontier orbital gap is 9.3366 eV. Its SMILES is C[C@@H](O)CNCCO[C@@H]1C[C@@H](CCCCOC=O)C(=O)O1. The spin multiplicity is 1.

The following is a quantum chemistry calculation of a 3-piece molecular cluster, C14H26BN2O7S overall at a distorted geometry, from OMol25.

Each line ends with the natural charge from an NBO analysis.
Element x y z (Å)
S: 0.862 -1.855 -2.509  0.182
O: -1.930 -2.377 -3.031  -0.416
O: 4.657 -1.105 3.111  -0.496
O: 1.454 0.507 1.980  -0.744
O: -8.459 2.263 -2.156  -0.580
O: 0.530 -1.644 2.653  -0.731
O: 4.895 1.016 2.522  -0.548
O: -6.928 1.795 -3.674  -0.508
N: -1.097 -0.305 -3.445  -0.304
N: -2.430 -0.317 -3.726  -0.312
C: 1.069 -0.659 -1.081  -0.479
C: -6.875 3.976 -2.540  -0.744
C: 6.855 -0.293 2.358  -0.741
C: -7.502 2.628 -2.789  0.800
C: -4.535 2.130 -3.993  -0.638
C: 5.389 -0.074 2.641  0.793
C: 1.242 0.425 3.419  -0.092
C: -0.841 -1.562 -3.020  0.318
C: -2.920 -1.515 -3.498  0.242
C: -5.917 2.192 -4.611  -0.068
C: 5.087 -2.465 3.110  -0.069
C: 5.911 -2.781 4.342  -0.634
C: 1.590 -1.379 0.220  -0.699
C: 0.119 -0.705 3.642  -0.096
B: 0.783 -0.736 1.508  0.637
H: 5.607 -2.712 2.182  0.170
H: -6.180 3.900 -1.705  0.251
H: 1.036 1.387 3.962  0.145
H: -0.355 -0.329 1.283  -0.185
H: -3.772 2.375 -4.732  0.223
H: -4.440 2.822 -3.154  0.203
H: 1.444 -2.494 0.179  0.209
H: 7.146 0.360 1.536  0.240
H: 0.052 -0.250 -0.833  0.249
H: 1.679 0.232 -1.376  0.218
H: -0.869 -0.186 3.493  0.148
H: 6.827 -2.188 4.375  0.199
H: 7.435 -0.031 3.244  0.233
H: -6.142 3.173 -5.037  0.166
H: 2.246 0.034 3.756  0.161
H: 0.088 -1.168 4.667  0.154
H: -5.975 1.478 -5.434  0.192
H: 7.098 -1.307 2.046  0.210
H: -7.667 4.680 -2.283  0.238
H: -3.968 -1.852 -3.604  0.207
H: 4.176 -3.066 3.122  0.213
H: -6.364 4.391 -3.406  0.216
H: 6.183 -3.839 4.361  0.208
H: 5.347 -2.546 5.246  0.220
H: 2.695 -1.160 0.283  0.197
H: -4.336 1.134 -3.603  0.244

Its frontier orbital gap is 6.2227 eV. As for the charge: -1. The spin multiplicity is 1.

The following is a quantum chemistry calculation of C14H26Br2Cl10F3N2O4S2 as an isolated structure at a distorted geometry, from OMol25.

Each line ends with the natural charge from an NBO analysis.
Element x y z (Å)
Br: 6.649 -0.604 -0.750  0.029
Br: 3.982 1.504 0.684  0.022
Cl: 0.502 -2.537 3.257  -0.032
Cl: -7.388 2.110 -1.650  -0.048
Cl: -2.876 -3.645 9.562  -0.064
Cl: 7.812 2.643 -1.053  -0.039
Cl: -2.656 1.593 -4.396  -0.059
Cl: 10.089 0.357 -2.149  -0.058
Cl: -5.722 4.999 -2.372  -0.053
Cl: -5.372 2.017 -6.417  -0.086
Cl: 0.463 0.857 3.407  -0.054
Cl: -0.805 -1.628 7.749  -0.064
S: 0.410 -2.531 -0.818  2.121
S: -1.697 -1.967 -2.567  2.267
F: 4.198 0.538 -1.865  -0.369
F: 4.525 -2.360 -0.989  -0.315
F: 4.770 -1.396 1.111  -0.343
O: -1.859 -3.466 -2.685  -0.939
O: -0.035 -3.786 -0.105  -0.941
O: -3.082 -1.370 -2.486  -0.993
O: 1.036 -2.999 -2.127  -0.987
N: -0.974 -1.297 -3.988  -1.042
N: -0.872 -1.457 -1.175  -1.141
C: -1.061 -3.379 7.527  -0.390
C: 2.267 -0.474 -0.825  -0.503
C: -7.978 3.774 -1.417  -0.391
C: -0.080 -0.266 4.671  -0.391
C: 4.804 -1.184 -0.285  0.601
C: -4.310 2.015 -3.890  -0.392
C: -5.358 1.355 -4.760  -0.386
C: 3.775 -0.015 -0.610  0.290
C: 1.740 -1.617 0.149  -0.629
C: 9.737 1.948 -2.869  -0.388
C: -7.476 4.716 -2.492  -0.390
C: 0.754 -1.532 4.703  -0.399
C: 9.381 2.982 -1.822  -0.395
C: -2.486 -3.790 7.829  -0.387
H: -7.676 4.103 -0.422  0.224
H: 1.820 -1.310 4.776  0.221
H: 2.494 -2.407 0.428  0.255
H: 8.934 1.821 -3.596  0.228
H: 9.300 3.966 -2.286  0.219
H: -1.135 -0.483 4.497  0.225
H: 1.622 0.449 -0.634  0.254
H: -4.401 3.101 -3.903  0.221
H: -7.690 4.335 -3.491  0.225
H: -1.095 -1.995 -4.741  0.387
H: -7.961 5.688 -2.387  0.220
H: -9.068 3.729 -1.444  0.220
H: 2.107 -0.712 -1.931  0.303
H: 0.006 0.258 5.624  0.219
H: -3.204 -3.189 7.270  0.228
H: -0.348 -3.908 8.160  0.225
H: 1.249 -1.251 1.113  0.260
H: -5.203 0.278 -4.827  0.239
H: 0.474 -2.137 5.566  0.211
H: 10.636 2.259 -3.405  0.217
H: -1.581 -0.506 -4.260  0.390
H: -2.633 -4.837 7.558  0.227
H: -4.420 1.677 -2.858  0.247
H: -0.824 -3.604 6.485  0.230
H: -6.350 1.532 -4.342  0.220
H: 10.138 3.036 -1.038  0.219

Its frontier orbital gap is 7.4054 eV. As for the charge: -1. The spin multiplicity is 1.

The following is a quantum chemistry calculation of C14H26ClLuN2O as an isolated structure at a distorted geometry, from OMol25.

Each line ends with the natural charge from an NBO analysis.
Element x y z (Å)
Lu: -0.398 3.625 -2.593  1.854
Cl: -5.038 1.323 0.354  0.041
O: 1.186 -3.053 -0.435  -0.067
N: 0.690 2.402 2.520  -0.531
N: 1.023 -1.964 -0.027  0.360
C: -0.432 -0.129 0.859  -0.463
C: -0.319 -1.643 0.623  0.096
C: -3.781 0.702 -0.723  -0.391
C: 1.232 2.430 1.394  0.085
C: -1.276 1.015 -1.243  -0.237
C: 2.002 -0.874 -0.449  0.103
C: 2.774 -0.423 0.797  -0.636
C: -2.563 1.625 -0.653  -0.472
C: -1.375 -2.261 -0.301  -0.630
C: -0.061 0.818 -0.309  -0.029
C: 2.970 -1.468 -1.459  -0.638
C: 0.289 2.249 0.208  -0.448
C: -0.351 -2.363 1.982  -0.618
C: 1.121 0.212 -1.112  -0.442
H: -1.387 -3.345 -0.193  0.278
H: 3.714 -0.705 -1.690  0.254
H: -2.410 1.933 0.382  0.256
H: -0.614 2.796 0.495  0.261
H: -1.379 -2.374 2.340  0.266
H: -2.850 2.547 -1.190  0.200
H: 0.742 -0.219 -2.047  0.236
H: -1.215 -2.040 -1.359  0.213
H: -0.909 1.754 -2.048  -0.075
H: -1.491 0.129 -1.845  0.274
H: 2.480 -1.763 -2.388  0.240
H: 3.504 -2.322 -1.044  0.271
H: 1.844 0.986 -1.393  0.236
H: -2.350 -1.899 0.019  0.243
H: -4.202 0.659 -1.726  0.241
H: 2.295 2.597 1.207  0.195
H: 3.379 0.443 0.529  0.247
H: 0.163 0.152 1.722  0.275
H: 1.342 2.538 3.295  0.393
H: -1.467 0.026 1.179  0.264
H: 2.143 -0.152 1.639  0.226
H: -3.533 -0.305 -0.395  0.216
H: 0.795 2.826 -0.624  0.087
H: -0.022 -3.396 1.865  0.258
H: 3.450 -1.215 1.116  0.270
H: 0.285 -1.877 2.722  0.238

Its frontier orbital gap (spin up / spin down) is 6.3106 / 4.9955 eV. As for the charge: +3. The spin multiplicity is 2.

The following is a quantum chemistry calculation of a 3-piece molecular cluster, C14H26FNO10S overall, from OMol25.

Each line ends with the natural charge from an NBO analysis.
Element x y z (Å)
S: 5.357 -3.028 1.954  2.405
F: 3.736 1.143 3.689  -0.362
O: 5.353 -3.870 3.100  -0.907
O: 5.014 2.668 2.717  -0.494
O: -1.565 0.245 -0.276  -0.498
O: -6.908 1.442 -2.442  -0.649
O: 6.868 -2.615 1.726  -0.711
O: -0.737 -0.023 1.812  -0.647
O: -0.405 1.845 0.590  -0.497
O: 4.809 -3.451 0.700  -0.945
O: -5.078 0.339 -3.170  -0.498
O: -7.021 -0.414 -3.730  -0.495
N: 7.071 0.326 2.302  -0.837
C: 4.616 -1.465 2.341  -0.700
C: -8.455 -0.301 -3.763  -0.070
C: -8.918 0.746 -4.752  -0.639
C: -6.391 0.534 -3.040  0.981
C: -4.267 1.321 -2.520  -0.257
C: 4.957 -0.444 1.249  -0.218
C: 6.473 -0.264 1.116  -0.081
C: -0.890 0.620 0.807  0.981
C: -2.199 -1.044 -0.193  -0.072
C: -3.456 -1.004 0.647  -0.640
C: 4.375 1.687 2.604  0.872
C: 0.294 2.405 1.705  -0.255
C: 4.137 0.847 1.380  -0.519
C: 7.108 -1.600 0.730  -0.091
H: -8.792 -1.292 -4.060  0.190
H: 4.623 -0.892 0.309  0.245
H: -4.370 2.288 -3.009  0.192
H: -4.143 -0.248 0.266  0.209
H: 8.057 0.125 2.379  0.372
H: -0.392 2.624 2.520  0.195
H: -3.241 0.977 -2.610  0.199
H: -10.006 0.742 -4.808  0.218
H: -4.531 1.410 -1.469  0.193
H: 3.548 -1.681 2.384  0.264
H: 4.329 1.487 0.519  0.246
H: 0.744 3.325 1.344  0.198
H: 6.772 -1.960 -0.244  0.206
H: -8.820 -0.094 -2.758  0.196
H: 4.957 -1.184 3.337  0.246
H: 6.652 0.410 0.270  0.203
H: -1.491 -1.782 0.184  0.197
H: -3.955 -1.972 0.616  0.222
H: 6.622 0.069 3.167  0.360
H: -8.592 1.740 -4.449  0.227
H: 8.191 -1.489 0.699  0.204
H: -2.441 -1.297 -1.224  0.193
H: -3.231 -0.769 1.686  0.228
H: -8.519 0.534 -5.745  0.212
H: 1.064 1.722 2.058  0.187
H: 3.084 0.561 1.354  0.241

Its frontier orbital gap is 10.3711 eV. Its SMILES is N[C@H]1COS(=O)(=O)C[C@H]1CC(=O)F.CCOC(=O)OC.CCOC(=O)OC. The spin multiplicity is 1.